Here is a structure of composition C4H12NO from the Open Molecules 2025 dataset. Energies are from ωB97M-V/def2-TZVPD.

Last column: Löwdin charge in e.
Positions of all 18 atoms, in Å:
C1 1.20513 1.32738 0.38497  -0.05
C2 0.39527 -1.38216 -1.49990  -0.03
C3 0.22251 0.21886 0.77257  -0.17
C4 -0.52287 -0.34527 -0.90987  -0.24
N1 -0.91813 0.68297 1.63890  0.25
O1 -1.75019 -0.87507 -0.39305  -0.04
H1 0.81498 2.33397 0.08494  0.11
H2 1.87176 1.11294 -0.46184  0.10
H3 1.76899 1.55198 1.19142  0.04
H4 1.17987 -0.89937 -1.99323  0.07
H5 0.97789 -2.03103 -0.74990  0.13
H6 -0.24797 -1.98150 -2.08460  0.08
H7 0.68201 -0.67501 0.98305  0.10
H8 -0.48370 0.56885 -1.42011  0.11
H9 -1.64504 0.04439 1.36238  0.13
H10 -1.06696 1.63232 1.43252  0.15
H11 -0.65408 0.39133 2.56920  0.18
H12 -1.82950 -1.67557 -0.90745  0.09

Forces on the atoms, in the same order (eV/Å):
C -1.62 0.42 -1.77
C 0.34 -0.41 2.91
C -1.11 2.30 -6.35
C 1.59 -0.49 6.03
N 2.47 -3.24 -0.58
O 1.00 0.93 -1.35
H -0.63 -0.95 0.22
H -0.26 -0.63 0.39
H 2.37 0.70 2.62
H 0.88 0.60 -1.52
H -1.39 0.71 -0.74
H -0.06 -0.99 -1.28
H 0.66 -1.88 1.60
H -1.06 1.20 -1.00
H -1.40 -0.13 -0.47
H -0.66 1.59 0.31
H -0.25 0.96 0.86
H -0.86 -0.68 0.11

As for the total charge: +1. For the energy relative to the best compared isomer or geometry (same formula, charge and spin), the calculation gives 255.3 kJ/mol. The HOMO energy is -13.96 eV. Its LUMO energy is -0.120 hartree. The value obtained for the total energy is -289.2776 Eh.



Here is a cluster of 2 separate species, C4H12N2 in total from the Open Molecules 2025 dataset. Energies are from ωB97M-V/def2-TZVPD.

Last column: Löwdin charge in e.
Positions of all 18 atoms, in Å:
C1 -1.35419 -4.34554 -0.61429  -0.09
N1 -2.16964 -4.70921 -1.49722  -0.09
C2 -1.81349 -4.62357 -2.88759  -0.17
H1 -1.72832 -4.24501 0.40441  0.06
H2 -0.26740 -4.27714 -0.75450  0.08
H3 -1.53912 -3.60408 -3.17731  0.08
H4 -0.89748 -5.15680 -3.20467  0.08
H5 -2.61249 -4.98948 -3.52779  0.06
C3 0.12816 4.03521 1.27513  -0.16
N2 0.99381 3.01642 1.81985  -0.19
C4 2.41027 3.24343 1.58427  -0.16
H6 0.68887 4.65763 0.57062  0.07
H7 -0.33291 4.70013 2.01288  0.07
H8 -0.68964 3.63540 0.66666  0.07
H9 0.79577 2.79892 2.78310  0.09
H10 2.76806 4.22659 1.92637  0.07
H11 3.04506 2.52462 2.09981  0.07
H12 2.57469 3.11246 0.52026  0.07

Forces on the atoms, in the same order (eV/Å):
C 0.18 -0.91 0.42
N -0.58 0.92 -0.03
C 1.17 -0.35 -0.96
H 0.16 -0.13 0.02
H -0.08 0.54 -0.24
H -0.56 0.13 0.17
H -0.20 -0.33 0.52
H -0.11 0.13 0.11
C -0.31 0.40 -0.54
N 0.22 -0.45 0.17
C -0.10 0.09 0.28
H 0.06 0.06 0.20
H 0.19 0.00 0.10
H -0.02 -0.27 0.19
H -0.03 0.13 0.02
H -0.09 0.09 -0.28
H -0.26 -0.29 0.04
H 0.32 0.23 -0.19

As for the total charge: 0. For the energy relative to the best compared isomer or geometry (same formula, charge and spin), the calculation gives 201.9 kJ/mol. The HOMO energy is -8.57 eV. The SMILES is C=NC.CNC. Its LUMO energy is 0.043 hartree. The value obtained for the total energy is -269.0394 Eh.



Which value of total charge does entry 2 give? 0



total charge of number 1 (C4H12NO)? +1



What is the HOMO in the first record? -13.96 eV